(1)
{"formula": "C9H16ClFMgNO4P", "method": "ωB97M-V/def2-TZVPD", "species": ["C", "C", "C", "C", "N", "C", "C", "C", "C", "O", "O", "C", "O", "F", "P", "O", "Cl", "H", "H", "H", "H", "H", "H", "H", "H", "H", "H", "H", "H", "H", "H", "H", "H", "Mg"], "xyz": [[0.713, -3.321, 1.067], [0.961, -3.057, -0.421], [1.775, -1.763, -0.629], [0.981, -0.666, -1.339], [-0.153, -0.201, -0.476], [-0.221, 1.169, -0.166], [-1.635, 1.613, 0.359], [-2.615, 0.470, 0.448], [-3.270, 0.118, -0.808], [-3.904, 0.847, 0.314], [0.052, 2.001, -1.354], [1.092, 2.747, -1.273], [2.264, 2.456, -1.457], [0.846, 4.025, -0.905], [0.976, 1.572, 1.281], [0.519, 3.083, 1.813], [0.472, 0.379, 2.768], [0.018, -2.587, 1.482], [0.285, -4.305, 1.200], [1.632, -3.250, 1.635], [1.581, -3.874, -0.765], [0.037, -3.039, -0.986], [2.135, -1.339, 0.312], [2.620, -1.971, -1.276], [0.539, -1.101, -2.226], [1.677, 0.119, -1.608], [-0.093, -0.755, 0.372], [-2.097, 2.299, -0.339], [-1.565, 2.023, 1.364], [-2.379, -0.339, 1.120], [-3.299, 0.819, -1.627], [-3.857, -0.782, -0.862], [1.056, 3.370, 2.564], [2.858, 3.241, 0.419]], "forces_ev_per_a": [[-0.4, 0.2, -0.5], [0.9, 0.2, 1.0], [-0.7, 0.3, -0.7], [0.0, -0.8, 0.4], [1.4, 0.5, -0.7], [-2.0, -0.4, 1.3], [0.4, -0.7, 0.3], [1.5, -0.7, -1.1], [-2.2, 0.7, 0.9], [-1.0, 0.5, 0.4], [0.3, 0.2, 0.0], [0.0, 0.0, -1.1], [-0.2, 0.7, 1.2], [0.1, -0.5, 0.0], [1.2, 1.1, 0.3], [0.2, -0.1, -0.7], [0.0, -0.2, -0.3], [-0.2, 0.0, 0.2], [-0.1, -0.2, 0.2], [0.2, -0.1, 0.1], [-0.1, -0.3, -0.4], [-0.2, -0.1, -0.2], [0.3, -0.2, 0.2], [0.3, 0.0, 0.1], [0.0, 0.2, -0.4], [-0.2, 0.4, -0.1], [-0.7, -0.1, 0.1], [0.2, 0.5, 0.0], [0.0, 0.6, -0.1], [0.0, -0.2, 0.5], [0.6, -0.4, -0.6], [0.6, -0.6, -0.6], [-0.4, 0.0, 0.5], [-0.1, -0.8, -0.5]], "gap_ev": 4.969, "total_charge": 2, "lumo_energy_ha": -0.394, "homo_ev": -15.7, "largest_force_ev_per_a": 2.44}


(2)
{"formula": "C9H16ClO6S2", "method": "ωB97M-V/def2-TZVPD", "species": ["O", "S", "O", "C", "S", "Cl", "H", "H", "H", "H", "O", "C", "O", "C", "C", "C", "H", "H", "H", "H", "H", "H", "O", "C", "O", "C", "C", "C", "H", "H", "H", "H", "H", "H"], "xyz": [[0.502, -3.566, -6.778], [0.536, -2.136, -6.273], [-0.851, -1.566, -6.096], [1.453, -2.210, -4.646], [1.370, -0.639, -3.643], [0.909, 0.928, -4.914], [1.233, -1.415, -7.251], [0.910, -3.028, -4.042], [2.512, -2.584, -4.847], [0.249, -0.821, -2.825], [1.102, 0.260, -1.788], [1.474, 0.304, -0.619], [1.068, 1.237, 0.256], [1.774, 1.067, 1.498], [2.236, -0.369, 1.495], [2.465, -0.628, 0.022], [2.608, 1.773, 1.524], [1.106, 1.278, 2.334], [3.116, -0.540, 2.114], [1.435, -1.017, 1.862], [3.474, -0.346, -0.291], [2.257, -1.666, -0.242], [-0.549, -0.032, 4.091], [-1.549, 0.631, 3.975], [-1.926, 1.592, 4.856], [-3.211, 2.106, 4.482], [-3.351, 1.789, 3.011], [-2.575, 0.495, 2.882], [-3.974, 1.612, 5.089], [-3.247, 3.179, 4.674], [-4.389, 1.714, 2.684], [-2.867, 2.569, 2.415], [-3.200, -0.377, 3.087], [-2.099, 0.407, 1.905]], "forces_ev_per_a": [[1.1, 4.0, 1.6], [-5.1, -4.3, -1.8], [4.3, -0.4, 0.2], [-0.5, -0.4, -0.7], [0.6, -1.4, -2.0], [0.0, -1.3, 0.8], [0.0, -0.1, 1.2], [0.6, 1.3, -1.1], [-1.3, 1.0, 0.3], [0.3, -0.3, -1.9], [-0.4, 2.0, 3.3], [0.2, 0.9, 0.9], [0.0, -0.9, -1.7], [0.3, 0.2, 1.1], [0.1, -0.4, 0.4], [-0.2, -0.3, 0.1], [-0.1, 0.0, -0.1], [-0.1, 0.1, -0.3], [-0.1, 0.1, -0.1], [0.1, 0.1, 0.0], [-0.1, 0.0, -0.2], [0.2, 0.1, -0.3], [-0.2, 0.6, 0.1], [0.4, -0.6, 0.3], [0.4, -0.4, -0.3], [-0.5, 0.4, 0.2], [-0.4, 0.2, -0.5], [-0.2, 0.4, -0.3], [0.1, 0.0, 0.0], [0.2, -0.2, 0.2], [0.1, 0.1, 0.1], [-0.1, 0.0, 0.1], [0.1, -0.1, -0.1], [0.0, -0.3, 0.2]], "e_above_lowest_kcal_mol": 0.00, "gap_ev": 6.859, "total_charge": 1, "lumo_energy_ha": -0.209, "homo_ev": -12.5, "largest_force_ev_per_a": 6.88}


(3)
{"formula": "C9H16F8FeN2O13S4", "method": "ωB97M-V/def2-TZVPD", "species": ["Fe", "N", "S", "O", "O", "F", "S", "O", "O", "F", "C", "O", "O", "O", "C", "F", "F", "F", "S", "O", "O", "N", "S", "O", "O", "C", "F", "F", "F", "C", "C", "C", "O", "H", "H", "H", "H", "H", "H", "H", "H", "C", "C", "C", "O", "H", "H", "H", "H", "H", "H", "H", "H"], "xyz": [[-0.487, -0.128, 0.072], [-0.089, 0.897, 1.696], [-0.117, 0.758, 3.203], [-1.177, 1.437, 3.976], [1.123, 0.495, 3.917], [-0.804, -0.701, 3.181], [0.372, 2.520, 1.797], [1.658, 2.797, 2.440], [-0.726, 3.478, 2.032], [0.730, 2.655, 0.238], [-2.246, 0.641, -1.844], [-1.252, -0.030, -2.097], [-2.588, 1.224, -2.835], [-1.379, 1.295, -1.250], [2.567, -1.307, -3.115], [3.751, -1.877, -2.854], [2.725, -0.909, -4.397], [1.563, -2.216, -3.022], [2.399, 0.339, -1.931], [1.468, -0.016, -0.831], [3.690, 0.769, -1.522], [1.430, 1.469, -2.838], [2.534, 2.348, -3.581], [3.574, 1.552, -4.222], [1.777, 3.145, -4.564], [3.402, 3.734, -2.365], [3.423, 4.981, -2.842], [2.782, 3.694, -1.128], [4.657, 3.343, -2.123], [0.692, -3.675, 1.988], [1.044, -2.418, 1.314], [2.269, -2.527, 0.442], [-0.060, -2.102, 0.492], [-0.328, -3.798, 2.352], [1.267, -3.761, 2.910], [0.857, -4.530, 1.331], [1.328, -1.647, 2.030], [3.041, -3.025, 1.028], [2.692, -1.560, 0.170], [2.115, -3.092, -0.478], [-0.480, -2.956, 0.364], [-3.736, 1.133, 1.542], [-3.750, -0.377, 1.264], [-5.046, -0.704, 0.492], [-2.647, -0.929, 0.687], [-2.789, 1.509, 1.930], [-4.447, 1.306, 2.350], [-3.880, 1.835, 0.720], [-3.810, -0.891, 2.223], [-5.356, -1.749, 0.505], [-5.098, -0.301, -0.520], [-5.847, -0.255, 1.078], [-2.790, -1.874, 0.594]], "forces_ev_per_a": [[-0.5, 0.1, -0.8], [0.8, 3.3, -1.0], [-2.4, -3.9, 7.6], [1.9, -0.1, -1.4], [-0.9, 0.3, -1.0], [0.2, -0.7, -0.1], [1.0, 4.3, -2.8], [-2.0, -0.6, -0.7], [2.0, -2.2, -0.6], [-0.5, 0.0, 1.2], [1.9, 4.1, -6.0], [5.1, -16.9, -3.6], [-9.6, 1.8, -4.0], [2.0, 11.2, 13.2], [0.6, 1.3, -0.8], [-0.4, -0.6, 0.9], [-1.2, -0.4, 0.7], [1.2, 1.2, 0.1], [-5.6, 0.5, 0.9], [2.1, -0.3, -1.9], [0.9, -0.4, -0.2], [3.4, -1.7, 1.8], [-1.5, 1.6, -4.2], [0.4, 1.0, 1.3], [1.0, 0.1, 1.7], [-0.7, -2.0, 1.3], [-0.3, -0.7, 0.1], [0.4, 0.6, -1.9], [0.1, 0.4, -0.5], [0.3, -1.6, 1.6], [0.9, 0.6, -0.7], [1.2, -0.3, 0.1], [-0.2, 0.2, 0.1], [-0.3, 0.7, -0.2], [0.4, -0.4, -0.1], [0.3, -0.2, 0.0], [-1.0, 0.4, 0.1], [0.2, -0.2, 0.0], [-0.4, -0.1, 0.1], [-0.2, -0.2, 0.0], [-0.5, 0.2, -0.5], [1.2, 0.1, 0.3], [-2.5, 0.4, 0.8], [-0.5, 0.2, 0.8], [2.0, 0.0, -1.7], [0.2, -0.5, 0.3], [-0.2, 0.1, -0.2], [-0.6, -0.5, -0.4], [-0.5, 0.3, 0.6], [0.5, -0.4, -0.3], [0.3, 0.0, 0.0], [-0.2, 0.4, -0.1], [0.1, 0.0, -0.1]], "gap_ev": [4.911, 3.828], "total_charge": -2, "lumo_energy_ha": [0.148, 0.149], "homo_ev": [-0.9, 0.2], "largest_force_ev_per_a": 18.06, "spin_multiplicity": 5}


(4)
{"formula": "C9H16N2O", "method": "ωB97M-V/def2-TZVPD", "species": ["C", "C", "C", "C", "N", "O", "C", "C", "C", "C", "C", "N", "H", "H", "H", "H", "H", "H", "H", "H", "H", "H", "H", "H", "H", "H", "H", "H"], "xyz": [[1.518, -0.315, -1.728], [1.885, -0.356, -0.249], [2.910, 0.642, 0.369], [2.432, -1.718, 0.241], [0.615, -0.143, 0.394], [0.119, 1.276, 0.164], [-1.034, 1.218, -0.613], [-2.262, 1.392, 0.290], [-2.429, 0.186, 1.120], [-3.408, -0.679, 0.988], [-4.406, -0.706, 0.049], [-5.207, -0.587, -0.786], [0.885, 0.583, -1.838], [2.431, -0.425, -2.395], [0.849, -1.106, -1.801], [3.916, 0.204, 0.303], [2.690, 0.778, 1.395], [2.676, 1.613, -0.006], [2.853, -1.645, 1.178], [1.584, -2.479, 0.315], [3.248, -2.071, -0.370], [0.873, -0.208, 1.399], [-1.046, 0.249, -1.112], [-1.088, 1.979, -1.519], [-3.091, 1.555, -0.478], [-2.199, 2.345, 0.971], [-1.777, -0.074, 1.986], [-3.534, -1.509, 1.732]], "forces_ev_per_a": [[2.2, 1.4, 0.3], [1.5, 0.3, 0.7], [-0.4, -0.7, -1.5], [-2.9, -1.0, -1.7], [-1.3, 0.5, 1.4], [2.1, -1.3, 0.6], [-0.9, 1.0, -1.3], [-0.3, 1.8, -0.9], [0.3, 0.0, 1.3], [0.1, -2.5, 2.6], [-2.4, 1.2, -3.1], [0.8, -0.5, 1.0], [1.1, -0.2, -0.7], [-1.4, 0.4, 0.5], [-1.0, -1.8, -0.8], [-0.1, 0.9, -0.4], [-0.2, -0.4, 1.4], [0.8, 0.9, -0.8], [0.7, 0.4, 2.3], [1.2, 0.7, -0.4], [0.0, -0.2, -0.6], [-0.9, 0.7, -0.5], [-0.5, -0.1, 0.1], [0.6, -1.0, 2.0], [0.5, -0.4, 1.4], [0.1, -1.7, -1.4], [-0.2, 0.8, -0.9], [0.5, 0.8, -0.7]], "e_above_lowest_kcal_mol": 106.59, "gap_ev": 10.145, "lumo_energy_ha": 0.024, "smiles": "CC(C)(C)NOCC/C=C\\C#N", "homo_ev": -9.5, "largest_force_ev_per_a": 4.14}


(5)
{"formula": "C9H16N2O2", "method": "ωB97M-V/def2-TZVPD", "species": ["O", "C", "C", "C", "N", "C", "O", "N", "H", "H", "H", "H", "C", "C", "C", "C", "C", "H", "H", "H", "H", "H", "H", "H", "H", "H", "H", "H", "H"], "xyz": [[0.443, 1.178, -5.013], [0.664, 1.699, -3.931], [1.791, 2.532, -3.596], [1.940, 2.945, -2.323], [0.941, 2.754, -1.385], [-0.269, 2.164, -1.668], [-1.193, 2.198, -0.848], [-0.294, 1.602, -2.920], [2.554, 2.710, -4.319], [2.831, 3.461, -1.966], [0.825, 3.293, -0.529], [-1.132, 1.140, -3.198], [-0.664, 0.633, 0.266], [-1.094, -0.612, 1.331], [-0.098, -1.530, 1.880], [-0.827, -2.666, 2.528], [-0.074, -3.828, 3.125], [0.129, 1.113, 0.748], [-0.242, 0.275, -0.637], [-1.748, 1.207, 0.078], [-2.035, -0.944, 0.932], [-1.303, -0.095, 2.436], [0.640, -2.046, 1.233], [0.664, -1.047, 2.594], [-1.667, -3.204, 1.845], [-1.594, -2.478, 3.410], [0.430, -3.713, 4.129], [-0.673, -4.807, 3.329], [1.055, -3.935, 2.468]], "forces_ev_per_a": [[0.3, 0.2, 0.7], [-0.7, 0.1, -1.1], [0.6, -0.2, 1.1], [-0.4, 0.3, 0.1], [0.0, 0.2, 0.6], [-1.1, 1.4, -0.1], [1.3, 5.2, -5.7], [-0.1, -0.4, 0.4], [0.3, -0.1, -0.3], [-0.4, 0.0, -0.1], [0.8, -0.1, -0.3], [-0.6, -0.3, -0.1], [-4.4, -5.0, 4.8], [0.6, 5.2, 1.2], [2.5, -2.0, 0.7], [-4.5, -2.9, 1.9], [4.4, -1.8, 0.0], [0.8, 1.6, 0.9], [-0.1, -1.2, -0.8], [3.1, -3.2, 2.0], [-0.2, -1.0, 0.1], [-0.5, -0.4, -3.1], [-0.6, 0.3, -0.7], [-1.5, -0.3, -0.6], [2.2, 1.5, 0.6], [1.5, 0.9, -1.5], [-0.8, 0.7, -0.7], [1.1, 1.6, -1.2], [-3.5, -0.5, 1.4]], "e_above_lowest_kcal_mol": 143.33, "gap_ev": 8.815, "lumo_energy_ha": 0.015, "smiles": "O=c1cc[nH]c(=O)[nH]1.CCCCC", "homo_ev": -8.4, "largest_force_ev_per_a": 8.18}


(6)
{"formula": "C9H16N2O2", "method": "ωB97M-V/def2-TZVPD", "species": ["O", "C", "C", "C", "N", "C", "O", "N", "H", "H", "H", "H", "C", "C", "C", "C", "C", "H", "H", "H", "H", "H", "H", "H", "H", "H", "H", "H", "H"], "xyz": [[0.386, -1.525, -0.478], [1.269, -0.702, -0.520], [0.989, 0.697, -0.794], [1.941, 1.627, -0.389], [3.156, 1.187, 0.156], [3.481, -0.182, 0.201], [4.543, -0.418, 0.785], [2.537, -1.066, -0.092], [-0.085, 0.960, -0.995], [1.676, 2.679, -0.444], [3.857, 1.802, 0.313], [2.688, -2.029, 0.243], [-2.345, 0.799, 1.263], [-3.101, 0.127, 0.158], [-4.444, 0.732, -0.237], [-3.636, -1.187, 0.650], [-2.293, -0.180, -1.061], [-2.277, 1.941, 1.120], [-2.979, 0.526, 2.197], [-1.214, 0.546, 1.449], [-4.872, 0.281, -1.157], [-5.062, 1.035, 0.713], [-4.321, 1.761, -0.611], [-4.270, -1.689, 0.032], [-4.254, -0.871, 1.567], [-3.037, -2.021, 1.142], [-1.543, -0.998, -0.901], [-2.970, -0.405, -1.899], [-1.798, 0.790, -1.298]], "forces_ev_per_a": [[0.0, -1.0, -0.3], [-1.3, 0.0, 0.6], [1.1, 1.9, 0.9], [-1.3, -2.1, -0.4], [-4.5, -2.0, -2.5], [3.1, 2.4, 3.4], [-0.8, -0.8, -1.3], [-0.3, -0.9, -0.6], [1.8, -0.3, 0.0], [0.6, -0.1, 0.2], [2.6, 1.9, 0.7], [-0.2, 0.7, -0.4], [0.8, 1.6, 2.0], [-0.7, -2.3, -0.7], [-0.2, 3.8, 0.7], [0.6, -0.8, 5.6], [0.9, 0.8, -0.9], [-0.5, -1.5, 0.3], [1.5, 1.0, -1.1], [-2.3, -0.3, -0.6], [-0.4, -0.4, 1.3], [0.5, -1.5, -1.9], [0.5, 0.1, -0.1], [-1.8, -1.1, -2.1], [0.3, -0.7, -1.2], [0.4, 1.3, -0.9], [-0.8, 1.0, -0.2], [0.4, -0.2, 0.1], [-0.1, -0.8, -0.5]], "e_above_lowest_kcal_mol": 62.18, "gap_ev": 9.861, "lumo_energy_ha": 0.014, "smiles": "O=c1cc[nH]c(=O)[nH]1.CC(C)(C)C", "homo_ev": -9.5, "largest_force_ev_per_a": 5.72}